No. 1
{
  "formula": "C28H54O23PS4Tl",
  "method": "ωB97M-V/def2-TZVPD",
  "total_energy_ev": -134318.3164,
  "mol_weight_da": 1122.34,
  "e_homo_ev": -9.194,
  "symbols": ["Tl", "P", "O", "O", "O", "O", "C", "C", "C", "O", "C", "O", "O", "H", "H", "H", "H", "H", "H", "C", "C", "C", "O", "C", "O", "O", "H", "H", "H", "H", "H", "H", "C", "C", "C", "O", "C", "O", "O", "H", "H", "H", "H", "H", "H", "C", "C", "C", "O", "C", "O", "O", "H", "H", "H", "H", "H", "H", "C", "C", "C", "O", "C", "O", "O", "H", "H", "H", "H", "H", "H", "C", "S", "O", "C", "H", "H", "H", "H", "H", "H", "C", "S", "O", "C", "H", "H", "H", "H", "H", "H", "C", "S", "O", "C", "H", "H", "H", "H", "H", "H", "C", "S", "O", "C", "H", "H", "H", "H", "H", "H"],
  "xyz": [[-2.06, 0.64, 4.42], [-0.06, 0.26, 0.47], [0.31, -0.69, 1.62], [-1.57, -0.03, 0.46], [0.63, -0.08, -0.92], [0.05, 1.68, 1.15], [3.40, 2.64, -3.79], [2.22, 2.37, -4.61], [0.83, 2.82, -4.18], [0.49, 3.68, -5.20], [1.30, 3.65, -6.21], [1.07, 4.17, -7.29], [2.38, 2.85, -5.93], [3.34, 2.14, -2.82], [3.42, 3.72, -3.61], [4.29, 2.29, -4.30], [2.11, 1.29, -4.65], [0.86, 3.26, -3.19], [0.12, 1.99, -4.17], [-5.18, 0.07, -3.39], [-5.50, -1.07, -2.45], [-6.18, -0.58, -1.24], [-7.22, -1.53, -1.07], [-7.38, -2.27, -2.22], [-8.29, -3.04, -2.50], [-6.39, -2.00, -3.04], [-4.21, 0.42, -3.05], [-5.81, 0.96, -3.33], [-5.11, -0.38, -4.39], [-4.60, -1.64, -2.25], [-6.55, 0.44, -1.33], [-5.54, -0.71, -0.37], [-0.42, -2.17, -6.33], [0.01, -3.15, -5.17], [-1.08, -3.60, -4.27], [-0.90, -5.00, -4.10], [-0.26, -5.45, -5.18], [-0.15, -6.58, -5.48], [0.32, -4.40, -5.84], [-0.20, -1.13, -6.09], [-1.49, -2.12, -6.52], [0.13, -2.51, -7.21], [0.86, -2.65, -4.70], [-2.08, -3.41, -4.65], [-1.10, -3.13, -3.28], [5.22, -2.95, -1.51], [4.34, -3.51, -0.39], [3.16, -4.16, -0.91], [3.21, -5.51, -0.65], [4.27, -5.75, 0.09], [4.56, -6.81, 0.63], [5.03, -4.60, 0.24], [5.45, -3.72, -2.25], [6.23, -2.65, -1.22], [4.76, -2.10, -2.01], [4.10, -2.74, 0.34], [2.99, -4.18, -1.99], [2.25, -3.70, -0.53], [4.97, 1.99, 3.39], [4.82, 1.97, 1.97], [4.26, 3.24, 1.39], [5.38, 3.79, 0.76], [6.37, 2.95, 0.77], [7.47, 3.10, 0.16], [6.12, 1.92, 1.45], [5.25, 1.00, 3.75], [3.97, 2.21, 3.78], [5.66, 2.79, 3.65], [4.35, 1.05, 1.64], [3.77, 3.86, 2.14], [3.53, 2.99, 0.62], [-3.65, 4.64, -0.23], [-4.75, 4.52, 1.24], [-3.87, 4.43, 2.51], [-5.49, 6.20, 1.18], [-3.28, 3.65, -0.49], [-2.72, 5.13, 0.04], [-4.22, 5.12, -1.03], [-6.08, 6.48, 2.05], [-6.15, 6.28, 0.32], [-4.62, 6.83, 1.02], [-3.04, -4.72, 1.68], [-4.09, -4.70, 3.18], [-4.43, -3.26, 3.51], [-5.68, -5.53, 2.64], [-2.69, -5.69, 1.32], [-2.18, -4.06, 1.75], [-3.64, -4.19, 0.94], [-6.24, -5.30, 1.73], [-6.34, -5.53, 3.50], [-5.20, -6.51, 2.60], [2.98, -2.86, 6.20], [1.58, -3.99, 6.04], [0.35, -3.15, 5.68], [2.08, -4.62, 4.39], [3.05, -2.21, 5.33], [3.94, -3.37, 6.21], [2.80, -2.21, 7.06], [2.94, -5.29, 4.39], [2.32, -3.74, 3.78], [1.27, -5.03, 3.78], [0.74, 7.58, 6.65], [0.89, 6.04, 5.67], [-0.19, 5.04, 6.04], [0.38, 6.88, 4.15], [0.84, 7.37, 7.71], [-0.19, 8.09, 6.40], [1.58, 8.25, 6.49], [0.29, 6.08, 3.41], [1.04, 7.69, 3.85], [-0.65, 7.20, 4.23]]
}

=====

No. 2
{
  "formula": "C32H33KN7O4S",
  "method": "ωB97M-V/def2-TZVPD",
  "total_energy_ev": -79503.5842,
  "mol_weight_da": 650.83,
  "e_homo_ev": -3.338,
  "total_charge": -1,
  "symbols": ["K", "C", "O", "C", "C", "C", "C", "C", "C", "N", "N", "C", "O", "C", "C", "C", "C", "C", "C", "C", "O", "H", "H", "H", "H", "H", "H", "H", "H", "H", "H", "H", "H", "C", "N", "C", "C", "N", "C", "S", "C", "C", "C", "C", "C", "N", "H", "H", "H", "H", "H", "H", "H", "H", "H", "N", "C", "C", "C", "C", "C", "N", "H", "H", "H", "H", "H", "H", "C", "C", "C", "O", "H", "H", "H", "H", "H", "H"],
  "xyz": [[-0.83, 0.35, -0.26], [-3.17, -4.87, -2.89], [-2.88, -3.58, -2.45], [-2.62, -2.63, -3.43], [-2.76, -2.87, -4.77], [-2.48, -1.87, -5.70], [-2.05, -0.65, -5.25], [-1.88, -0.36, -3.88], [-1.37, 0.99, -3.61], [-1.03, 1.52, -2.50], [-0.55, 2.83, -2.64], [-0.10, 3.33, -1.53], [-0.04, 2.81, -0.36], [0.44, 4.74, -1.66], [0.77, 5.46, -0.52], [1.28, 6.74, -0.61], [1.46, 7.33, -1.85], [1.13, 6.63, -3.00], [0.62, 5.34, -2.91], [-2.20, -1.35, -2.89], [-2.11, -1.19, -1.64], [-3.27, -5.49, -2.00], [-2.37, -5.28, -3.52], [-4.11, -4.91, -3.46], [-3.09, -3.84, -5.12], [-2.59, -2.06, -6.76], [-1.81, 0.14, -5.96], [-1.25, 1.60, -4.51], [0.62, 4.97, 0.44], [1.53, 7.29, 0.30], [1.86, 8.34, -1.92], [1.28, 7.08, -3.97], [0.36, 4.77, -3.79], [4.13, -3.69, 0.74], [2.78, -4.09, 1.09], [2.43, -5.19, 1.85], [1.08, -5.19, 1.94], [0.62, -4.08, 1.24], [1.67, -3.40, 0.70], [1.69, -2.07, -0.29], [-0.75, -3.74, 1.14], [-1.67, -4.72, 0.78], [-3.01, -4.36, 0.75], [-3.37, -3.06, 1.05], [-2.36, -2.17, 1.36], [-1.07, -2.49, 1.44], [4.82, -4.40, 1.18], [4.32, -2.68, 1.12], [4.23, -3.67, -0.34], [3.16, -5.86, 2.26], [0.41, -5.85, 2.45], [-1.33, -5.71, 0.50], [-3.76, -5.09, 0.46], [-4.39, -2.72, 0.98], [-2.58, -1.13, 1.57], [2.52, 1.77, 0.58], [3.02, 1.86, 1.84], [2.62, 2.92, 2.68], [3.17, 3.01, 3.94], [4.11, 2.06, 4.34], [4.44, 1.08, 3.44], [3.93, 0.95, 2.22], [2.75, 0.91, 0.10], [1.61, 2.19, 0.33], [1.90, 3.64, 2.31], [2.87, 3.82, 4.60], [4.57, 2.10, 5.32], [5.18, 0.33, 3.71], [-0.68, 2.16, 2.78], [-2.01, 1.52, 3.05], [-2.47, 1.47, 4.49], [-2.67, 1.01, 2.17], [-0.51, 3.01, 3.45], [-0.60, 2.49, 1.75], [0.11, 1.44, 3.01], [-2.34, 2.43, 4.98], [-1.84, 0.76, 5.02], [-3.51, 1.14, 4.53]]
}

=====

No. 3
{
  "formula": "C4H10OS3",
  "method": "ωB97M-V/def2-TZVPD",
  "total_energy_ev": -38862.3112,
  "mol_weight_da": 170.32,
  "smiles": "OC(=S)CS.CCS",
  "e_homo_ev": -8.083,
  "symbols": ["C", "C", "C", "C", "H", "H", "H", "H", "H", "H", "H", "H", "H", "H", "O", "S", "S", "S"],
  "xyz": [[3.42, -0.48, -0.22], [2.14, 0.15, 0.32], [-3.03, 0.69, -0.24], [-1.65, 0.81, 0.40], [4.28, 0.18, -0.03], [3.35, -0.63, -1.31], [3.61, -1.45, 0.25], [1.96, 1.13, -0.14], [2.22, 0.31, 1.40], [0.71, -0.95, -1.23], [-3.06, -1.57, -0.98], [-2.97, 1.01, -1.28], [-3.69, 1.40, 0.27], [-2.13, -0.67, 1.47], [-1.39, -0.04, 1.39], [0.67, -0.89, 0.11], [-3.83, -0.93, -0.09], [-0.59, 1.95, -0.06]]
}

=====

No. 4
{
  "formula": "C18H12As2Cl3IrO13S2",
  "method": "ωB97M-V/def2-TZVPD",
  "total_energy_ev": -229229.3814,
  "mol_weight_da": 948.84,
  "e_homo_ev": [-5.124, -6.393],
  "s_squared": 8.76,
  "total_charge": -1,
  "spin_multiplicity": 6,
  "symbols": ["Ir", "O", "As", "O", "O", "C", "C", "C", "C", "C", "C", "S", "O", "O", "O", "H", "H", "H", "H", "H", "Cl", "C", "C", "C", "Cl", "C", "O", "C", "Cl", "C", "H", "H", "O", "As", "O", "O", "C", "C", "C", "C", "C", "C", "S", "O", "O", "O", "H", "H", "H", "H", "H"],
  "xyz": [[6.87, 11.72, 10.04], [9.04, 12.92, 13.46], [9.33, 11.43, 12.65], [10.83, 10.81, 12.62], [8.62, 11.72, 11.09], [8.19, 10.17, 13.51], [8.70, 8.89, 13.81], [7.81, 7.88, 14.15], [6.46, 8.17, 14.34], [6.02, 9.48, 14.27], [6.86, 10.43, 13.79], [5.05, 12.11, 12.86], [3.92, 11.76, 13.66], [5.30, 17.38, 15.65], [5.13, 11.26, 11.66], [8.11, 13.12, 13.19], [9.75, 8.77, 13.62], [8.10, 6.85, 14.34], [5.71, 7.39, 14.54], [5.00, 9.68, 14.47], [7.68, 6.71, 4.56], [7.24, 7.77, 5.86], [7.68, 9.05, 5.84], [7.45, 9.80, 6.99], [7.91, 11.44, 6.99], [6.98, 9.27, 8.13], [6.65, 9.93, 9.26], [6.46, 7.95, 8.10], [5.69, 7.19, 9.48], [6.56, 7.22, 6.94], [8.10, 9.54, 5.00], [6.19, 6.24, 6.99], [5.74, 16.09, 12.03], [5.00, 15.89, 15.11], [5.25, 13.48, 12.56], [6.44, 11.77, 13.69], [5.75, 17.03, 11.12], [6.06, 18.34, 11.56], [6.05, 19.35, 10.69], [5.78, 19.09, 9.33], [5.55, 17.81, 8.85], [5.47, 16.81, 9.78], [6.27, 14.52, 8.66], [5.14, 15.50, 9.41], [5.40, 13.70, 7.83], [6.52, 13.62, 9.91], [5.62, 15.22, 11.67], [6.27, 18.44, 12.64], [6.27, 20.36, 10.93], [5.77, 19.91, 8.64], [5.38, 17.61, 7.76]]
}

=====

What did the fourth record say?
{
  "formula": "C18H12As2Cl3IrO13S2",
  "method": "ωB97M-V/def2-TZVPD",
  "total_energy_ev": -229229.3814,
  "mol_weight_da": 948.84,
  "e_homo_ev": [-5.124, -6.393],
  "s_squared": 8.76,
  "total_charge": -1,
  "spin_multiplicity": 6,
  "symbols": ["Ir", "O", "As", "O", "O", "C", "C", "C", "C", "C", "C", "S", "O", "O", "O", "H", "H", "H", "H", "H", "Cl", "C", "C", "C", "Cl", "C", "O", "C", "Cl", "C", "H", "H", "O", "As", "O", "O", "C", "C", "C", "C", "C", "C", "S", "O", "O", "O", "H", "H", "H", "H", "H"],
  "xyz": [[6.87, 11.72, 10.04], [9.04, 12.92, 13.46], [9.33, 11.43, 12.65], [10.83, 10.81, 12.62], [8.62, 11.72, 11.09], [8.19, 10.17, 13.51], [8.70, 8.89, 13.81], [7.81, 7.88, 14.15], [6.46, 8.17, 14.34], [6.02, 9.48, 14.27], [6.86, 10.43, 13.79], [5.05, 12.11, 12.86], [3.92, 11.76, 13.66], [5.30, 17.38, 15.65], [5.13, 11.26, 11.66], [8.11, 13.12, 13.19], [9.75, 8.77, 13.62], [8.10, 6.85, 14.34], [5.71, 7.39, 14.54], [5.00, 9.68, 14.47], [7.68, 6.71, 4.56], [7.24, 7.77, 5.86], [7.68, 9.05, 5.84], [7.45, 9.80, 6.99], [7.91, 11.44, 6.99], [6.98, 9.27, 8.13], [6.65, 9.93, 9.26], [6.46, 7.95, 8.10], [5.69, 7.19, 9.48], [6.56, 7.22, 6.94], [8.10, 9.54, 5.00], [6.19, 6.24, 6.99], [5.74, 16.09, 12.03], [5.00, 15.89, 15.11], [5.25, 13.48, 12.56], [6.44, 11.77, 13.69], [5.75, 17.03, 11.12], [6.06, 18.34, 11.56], [6.05, 19.35, 10.69], [5.78, 19.09, 9.33], [5.55, 17.81, 8.85], [5.47, 16.81, 9.78], [6.27, 14.52, 8.66], [5.14, 15.50, 9.41], [5.40, 13.70, 7.83], [6.52, 13.62, 9.91], [5.62, 15.22, 11.67], [6.27, 18.44, 12.64], [6.27, 20.36, 10.93], [5.77, 19.91, 8.64], [5.38, 17.61, 7.76]]
}